one:
The following is a quantum chemistry calculation of a cluster of 2 separate species, C3H9N in total, from the OMol25 dataset.

- SMILES: C=C.CN
- LUMO: 1.13 eV
- Gap between HOMO and LUMO: 10.537 eV

Atoms and positions in Å:
H  1.000  2.354  -0.565
H  2.201  -0.126  -1.498
H  -1.362  -1.851  -0.254
N  0.934  1.393  -0.903
H  -3.585  -1.551  0.735
H  -0.651  -1.076  1.297
C  -1.498  -1.341  0.687
C  2.295  0.842  -1.032
H  2.888  1.504  -1.654
H  -2.780  -0.643  2.171
C  -2.699  -1.182  1.236
H  0.431  0.952  -0.137
H  2.828  0.726  -0.084

Atomic charges from the Mulliken analysis, expressed in e, are listed below: atom 1 (H): 0.2335, atom 2 (H): 0.2558, atom 3 (H): 0.2383, atom 4 (N): -0.5479, atom 5 (H): 0.2319, atom 6 (H): 0.2585, atom 7 (C): -0.4822, atom 8 (C): -0.6673, atom 9 (H): 0.3074, atom 10 (H): 0.2212, atom 11 (C): -0.4702, atom 12 (H): 0.1721, atom 13 (H): 0.2489

two:
The following is a quantum chemistry calculation of the molecule C3H9N, from the OMol25 dataset.

- SMILES: CC(C)N
- LUMO: 1.23 eV
- Gap between HOMO and LUMO: 9.943 eV

Atoms and positions in Å:
H  1.875  -0.595  0.967
H  -0.898  0.373  2.025
H  -1.127  -0.221  -1.668
H  0.754  1.212  0.229
C  -0.220  0.329  -1.417
H  0.791  -1.739  0.150
C  0.184  0.286  0.068
N  1.129  -0.798  0.324
H  0.599  -0.085  -2.003
H  -0.413  1.342  -1.772
C  -1.043  0.238  0.958
H  -1.538  -0.731  0.846
H  -1.811  0.914  0.601

Atomic charges from the Mulliken analysis, expressed in e, are listed below: atom 1 (H): 0.1774, atom 2 (H): 0.3237, atom 3 (H): 0.2994, atom 4 (H): 0.2351, atom 5 (C): -1.3507, atom 6 (H): 0.1779, atom 7 (C): 0.5667, atom 8 (N): -0.5240, atom 9 (H): 0.4231, atom 10 (H): 0.3246, atom 11 (C): -1.3137, atom 12 (H): 0.3114, atom 13 (H): 0.3491

Tell me which of them is the least stable. Sure, it is one.